Density functional theory data (the ωB97M-V functional and the def2-TZVPD basis) for C49H54Cl2LaN6O2P2S as an isolated structure.

Last column: Mulliken charge in e.
Cartesian coordinates (Å):
La (0.199, -1.145, 0.150)  1.981
Cl (-0.572, -7.194, -3.976)  -0.260
C (0.165, -5.842, -3.160)  0.002
C (-0.657, -4.946, -2.493)  -0.845
C (-0.136, -3.844, -1.820)  -0.507
N (-0.952, -2.870, -1.204)  1.501
C (-2.283, -2.995, -1.145)  -0.254
O (-3.012, -3.935, -1.485)  -0.860
C (-3.048, -1.774, -0.606)  -0.090
C (-4.438, -1.801, -0.673)  -0.373
C (-5.151, -0.713, -0.205)  -1.163
C (-4.465, 0.379, 0.305)  -0.893
C (-3.080, 0.332, 0.327)  -0.814
N (-2.393, -0.720, -0.111)  2.675
C (1.283, -3.645, -1.819)  -1.026
C (2.076, -4.569, -2.494)  -0.787
C (1.526, -5.652, -3.161)  -0.079
Cl (2.601, -6.749, -3.985)  -0.262
N (1.809, -2.489, -1.203)  0.710
C (3.134, -2.322, -1.084)  -0.222
O (4.060, -3.087, -1.371)  -0.843
C (3.580, -0.954, -0.556)  -0.076
C (4.898, -0.568, -0.783)  -0.545
C (5.300, 0.691, -0.383)  -0.990
C (4.385, 1.524, 0.241)  -1.095
C (3.102, 1.049, 0.451)  -1.255
N (2.708, -0.163, 0.067)  2.020
H (-1.722, -5.103, -2.493)  0.765
H (-4.905, -2.684, -1.082)  0.570
H (-6.233, -0.711, -0.245)  0.409
H (-4.979, 1.255, 0.672)  0.515
H (-2.491, 1.162, 0.696)  -0.168
H (3.145, -4.442, -2.494)  0.752
H (5.554, -1.271, -1.274)  0.589
H (6.314, 1.024, -0.566)  0.396
H (4.645, 2.522, 0.560)  0.536
H (2.348, 1.652, 0.936)  0.749
C (-3.022, 1.228, -2.806)  -0.933
C (-1.921, 0.760, -3.752)  0.640
C (-1.669, 1.845, -4.795)  -1.749
P (-0.452, 0.163, -2.773)  0.925
C (0.593, -0.817, -3.979)  1.606
C (2.091, -0.561, -3.816)  -1.997
C (0.249, -0.786, -5.468)  -1.824
C (0.489, 1.681, -2.406)  -0.252
C (1.161, 2.346, -3.439)  -0.478
C (1.953, 3.458, -3.258)  0.957
C (2.643, 4.135, -4.402)  -1.931
C (2.084, 3.917, -1.944)  -1.068
C (1.448, 3.286, -0.907)  0.327
C (0.614, 2.152, -1.077)  -1.730
N (0.075, 1.510, 0.041)  1.402
C (-0.287, 2.348, 1.083)  -1.939
C (-0.886, 3.603, 0.799)  0.035
C (-1.297, 4.472, 1.777)  -1.078
C (-1.141, 4.166, 3.132)  0.469
C (-1.619, 5.091, 4.210)  -1.804
C (-0.583, 2.940, 3.425)  0.344
C (-0.172, 2.011, 2.462)  -0.002
P (0.275, 0.304, 2.962)  1.038
C (-1.054, -0.195, 4.172)  1.481
C (-2.437, 0.125, 3.631)  -1.305
C (-0.956, 0.255, 5.629)  -1.972
C (1.727, 0.317, 4.128)  0.485
C (1.887, 1.585, 4.960)  -1.717
C (3.069, -0.072, 3.519)  -1.407
H (-3.851, 1.655, -3.376)  0.560
H (-2.657, 2.002, -2.130)  0.052
H (-3.414, 0.411, -2.208)  0.123
H (-2.277, -0.145, -4.262)  0.551
H (-1.322, 2.763, -4.323)  0.287
H (-2.607, 2.072, -5.307)  0.556
H (-0.941, 1.564, -5.549)  0.227
H (0.398, -1.841, -3.627)  -0.398
H (2.419, 0.252, -4.468)  0.559
H (2.645, -1.459, -4.086)  0.503
H (2.373, -0.288, -2.799)  0.077
H (0.530, 0.163, -5.924)  0.288
H (-0.801, -0.969, -5.683)  0.360
H (0.818, -1.564, -5.978)  0.483
H (1.057, 1.956, -4.443)  0.195
H (2.538, 3.553, -5.318)  0.393
H (3.710, 4.259, -4.213)  0.369
H (2.232, 5.128, -4.595)  0.321
H (2.713, 4.772, -1.728)  0.368
H (1.590, 3.669, 0.096)  0.452
H (-1.023, 3.876, -0.239)  0.535
H (-1.752, 5.411, 1.485)  0.344
H (-1.506, 6.136, 3.919)  0.408
H (-1.060, 4.943, 5.135)  0.386
H (-2.675, 4.932, 4.439)  0.276
H (-0.466, 2.675, 4.469)  -0.229
H (-0.934, -1.285, 4.161)  0.048
H (-2.599, 1.199, 3.549)  0.250
H (-3.195, -0.285, 4.297)  0.608
H (-2.595, -0.314, 2.651)  -0.138
H (-1.142, 1.321, 5.749)  0.318
H (0.003, 0.022, 6.091)  0.404
H (-1.725, -0.266, 6.204)  0.489
H (1.441, -0.514, 4.788)  0.533
H (2.067, 2.443, 4.311)  0.241
H (2.753, 1.482, 5.616)  0.501
H (1.024, 1.820, 5.580)  0.316
H (3.528, 0.774, 3.014)  0.361
H (2.987, -0.906, 2.822)  0.010
H (3.745, -0.366, 4.324)  0.539
S (1.348, -3.091, 2.083)  -0.572
C (-0.282, -3.419, 2.571)  0.380
C (-0.577, -4.359, 3.581)  -0.784
C (-1.876, -4.586, 3.946)  -0.511
C (-2.902, -3.882, 3.309)  -1.159
C (-2.539, -2.984, 2.330)  -0.101
N (-1.278, -2.746, 1.965)  0.347
H (0.241, -4.886, 4.048)  0.498
H (-2.101, -5.309, 4.720)  0.370
H (-3.942, -4.034, 3.553)  0.498
H (-3.300, -2.417, 1.809)  0.222

Atoms 1-6, force components in eV/Å:
La -0.13 0.44 0.62
Cl 0.02 0.01 0.00
C -0.15 -0.06 -0.02
C 0.03 -0.12 -0.05
C -0.05 0.19 0.02
N -0.11 -0.24 -0.23

Values from the calculation:
E_tot (eV): -120052.1564
ΔE to the lowest compared entry with this formula, charge and spin (kJ/mol): 0.0
LUMO level (eV): 2.16
Orbital gap (eV): 6.674
HOMO (eV): -4.518
2S+1: 1
Charge: -1


Density functional theory data (the ωB97M-V functional and the def2-TZVPD basis) for a 11-piece molecular cluster, C49H55N11 overall at a distorted geometry.

Last column: Mulliken charge in e.
Cartesian coordinates (Å):
C (-2.433, 3.611, 0.217)  0.335
C (-2.452, 4.050, 1.567)  -1.025
C (-3.615, 3.592, 2.138)  -0.749
N (-4.358, 2.981, 1.154)  0.100
C (-3.602, 2.921, 0.015)  -0.751
H (-1.596, 3.775, -0.442)  0.557
H (-1.715, 4.648, 2.077)  0.545
H (-3.964, 3.528, 3.155)  0.446
H (-5.317, 2.710, 1.256)  0.201
H (-3.981, 2.349, -0.818)  0.426
C (2.183, 3.163, -0.031)  0.588
C (2.531, 4.538, 0.054)  -1.205
C (3.727, 4.716, -0.592)  -0.566
N (4.100, 3.494, -1.092)  0.079
C (3.233, 2.524, -0.663)  -1.168
H (1.367, 2.686, 0.490)  0.690
H (1.966, 5.351, 0.481)  0.388
H (4.362, 5.551, -0.835)  0.422
H (4.857, 3.372, -1.737)  0.204
H (3.369, 1.500, -0.971)  0.550
C (-2.034, -5.452, -1.172)  -0.423
C (-3.243, -4.752, -0.969)  -0.912
C (-2.871, -3.666, -0.204)  -0.477
N (-1.549, -3.765, 0.175)  1.015
C (-1.058, -4.930, -0.393)  -0.856
H (-1.938, -6.342, -1.778)  0.438
H (-4.221, -5.002, -1.337)  0.470
H (-3.438, -2.855, 0.232)  0.436
H (-0.997, -3.022, 0.574)  -0.074
H (-0.008, -5.162, -0.323)  0.467
C (0.773, 2.273, 3.922)  -0.223
C (1.352, 2.724, 5.148)  -0.973
C (2.401, 1.936, 5.491)  -0.622
N (2.660, 1.132, 4.373)  0.223
C (1.716, 1.392, 3.438)  -0.388
H (-0.139, 2.535, 3.417)  0.703
H (0.935, 3.517, 5.757)  0.390
H (3.150, 2.041, 6.256)  0.351
H (3.483, 0.567, 4.329)  0.155
H (1.779, 0.994, 2.434)  0.496
C (0.978, -0.692, -1.052)  -1.077
C (0.516, -0.521, 0.283)  0.226
C (-0.500, 0.413, 0.215)  -1.237
N (-0.643, 0.800, -1.087)  1.128
C (0.322, 0.212, -1.832)  -0.938
H (1.767, -1.305, -1.459)  0.429
H (0.832, -1.057, 1.164)  0.692
H (-1.056, 0.898, 1.001)  0.155
H (-1.131, 1.608, -1.436)  -0.106
H (0.360, 0.424, -2.889)  0.532
C (0.145, -4.642, -3.757)  -0.892
C (-0.226, -3.301, -3.523)  0.588
C (0.072, -2.571, -4.647)  -0.842
N (0.466, -3.451, -5.621)  0.030
C (0.535, -4.701, -5.075)  -0.662
H (0.180, -5.439, -3.037)  0.365
H (-0.575, -2.894, -2.585)  0.477
H (-0.083, -1.507, -4.726)  0.359
H (0.566, -3.212, -6.589)  0.192
H (0.878, -5.541, -5.658)  0.391
C (1.303, 4.426, -3.401)  -0.198
C (0.095, 3.885, -3.012)  0.576
C (-0.991, 4.154, -3.822)  -0.318
N (-0.903, 4.824, -4.979)  -0.589
C (0.262, 5.397, -5.290)  -0.408
C (1.390, 5.283, -4.479)  -0.430
H (2.149, 4.307, -2.732)  0.210
H (-0.023, 3.448, -2.031)  0.049
H (-2.017, 3.898, -3.583)  0.374
H (0.334, 6.006, -6.182)  0.346
H (2.329, 5.773, -4.698)  0.398
C (6.441, -0.033, 0.092)  -0.321
C (5.668, -0.946, -0.613)  -0.808
C (4.540, -1.504, -0.013)  -0.176
N (4.180, -1.252, 1.249)  -0.067
C (4.934, -0.394, 1.934)  0.036
C (6.016, 0.256, 1.371)  -0.746
H (7.215, 0.539, -0.400)  0.440
H (5.818, -1.119, -1.672)  0.378
H (3.873, -2.195, -0.513)  0.555
H (4.723, -0.140, 2.963)  0.142
H (6.603, 0.892, 2.027)  0.383
C (-2.631, 0.247, 3.179)  0.546
C (-3.038, -0.955, 2.626)  -0.418
C (-3.166, -2.071, 3.451)  -0.242
N (-2.941, -2.010, 4.757)  -0.630
C (-2.573, -0.844, 5.282)  -0.421
C (-2.370, 0.310, 4.542)  -0.538
H (-2.490, 1.095, 2.517)  0.248
H (-3.193, -1.020, 1.556)  0.307
H (-3.482, -3.008, 3.008)  0.394
H (-2.369, -0.874, 6.347)  0.371
H (-1.948, 1.227, 4.930)  0.398
C (2.021, -4.996, 4.416)  -0.162
C (2.670, -4.006, 3.713)  -0.856
C (2.011, -3.503, 2.597)  -0.103
N (0.811, -3.921, 2.193)  0.029
C (0.211, -4.900, 2.896)  -0.089
C (0.805, -5.511, 3.984)  -0.801
H (2.470, -5.377, 5.327)  0.351
H (3.543, -3.490, 4.088)  0.397
H (2.495, -2.757, 1.978)  0.566
H (-0.762, -5.125, 2.474)  0.387
H (0.277, -6.259, 4.558)  0.378
C (-5.506, -0.215, -2.996)  -0.473
C (-5.441, 1.165, -3.112)  -0.601
C (-4.234, 1.740, -3.501)  -0.260
N (-3.130, 1.018, -3.678)  -0.347
C (-3.146, -0.273, -3.360)  -0.226
C (-4.322, -0.932, -3.050)  -0.542
H (-6.403, -0.739, -2.691)  0.391
H (-6.337, 1.762, -3.003)  0.462
H (-4.094, 2.790, -3.727)  0.435
H (-2.232, -0.848, -3.254)  0.703
H (-4.264, -1.970, -2.745)  0.447

Atoms 1-6, force components in eV/Å:
C -0.06 -0.14 0.39
C -0.18 -0.15 0.59
C -0.43 0.16 -0.20
N 1.10 -0.13 0.40
C -0.48 -0.02 -0.61
H -0.19 -0.07 -0.27

Values from the calculation:
E_tot (eV): -68092.9890
ΔE to the lowest compared entry with this formula, charge and spin (kJ/mol): 1.2
LUMO level (eV): 0.49
Orbital gap (eV): 8.404
HOMO (eV): -7.914
2S+1: 1
SMILES string: c1cc[nH]c1.c1cc[nH]c1.c1cc[nH]c1.c1cc[nH]c1.c1cc[nH]c1.c1cc[nH]c1.c1ccncc1.c1ccncc1.c1ccncc1.c1ccncc1.c1ccncc1


Density functional theory data (the ωB97M-V functional and the def2-TZVPD basis) for a 7-piece molecular cluster, C49H57BF7N2O7P2 overall at a distorted geometry.

Last column: Mulliken charge in e.
Cartesian coordinates (Å):
C (1.829, 3.936, -1.491)  -0.971
B (0.918, 2.674, -1.732)  0.964
O (-0.421, 2.836, -1.867)  -0.538
C (1.496, 1.132, -1.883)  -0.519
C (2.965, 1.188, -1.421)  -1.459
C (3.735, -0.113, -1.208)  0.412
C (4.818, -0.487, -2.184)  -1.491
N (3.573, -0.870, -0.195)  -0.645
N (0.680, 0.296, -0.906)  -0.377
P (0.583, 1.180, 0.707)  -0.221
P (-0.824, 0.127, 1.988)  1.135
O (-0.285, 0.128, 3.343)  -0.625
O (-1.236, -1.307, 1.428)  -0.420
O (-2.119, 1.044, 1.884)  -0.511
C (-0.740, 0.001, -1.353)  -0.612
C (-1.014, 0.093, -2.860)  -1.411
O (-0.093, 0.808, -3.645)  0.005
C (1.284, 0.665, -3.347)  2.691
C (1.777, -0.768, -3.726)  -1.304
C (1.604, -1.992, -2.873)  -0.103
O (2.480, -2.676, -2.511)  -0.410
F (0.349, -2.368, -2.585)  -0.239
C (2.031, 1.609, -4.330)  -1.801
C (1.219, 2.338, -5.404)  -0.520
C (0.309, 3.463, -4.966)  -1.009
O (0.603, 1.430, -6.305)  -0.697
H (2.258, 3.847, -0.491)  0.314
H (1.255, 4.857, -1.512)  0.506
H (2.681, 3.990, -2.163)  0.193
H (-0.648, 3.764, -1.995)  0.390
H (3.044, 1.709, -0.467)  0.735
H (3.525, 1.800, -2.115)  0.362
H (4.535, -1.327, -2.806)  0.325
H (5.711, -0.736, -1.620)  0.456
H (5.079, 0.375, -2.796)  0.315
H (2.887, -0.488, 0.459)  0.166
H (1.141, -0.596, -0.695)  0.860
H (1.791, 0.859, 1.341)  0.159
H (-2.180, -1.353, 1.203)  0.291
H (-2.930, 0.570, 2.126)  0.336
H (-1.381, 0.715, -0.845)  0.692
H (-0.975, -1.003, -1.030)  0.581
H (-1.171, -0.889, -3.292)  0.446
H (-1.962, 0.614, -2.968)  0.462
H (2.833, -0.755, -3.951)  0.429
H (1.288, -0.971, -4.681)  0.911
H (2.618, 2.357, -3.804)  0.163
H (2.759, 1.034, -4.894)  0.609
H (1.984, 2.828, -6.012)  0.747
H (0.095, 4.133, -5.793)  0.365
H (0.803, 4.063, -4.202)  0.091
H (-0.626, 3.104, -4.543)  0.291
H (-0.337, 1.419, -6.102)  0.485
F (-4.152, -1.489, 2.183)  -0.349
C (-4.419, -1.539, 3.535)  0.319
C (-3.387, -1.868, 4.381)  0.319
C (-3.620, -1.897, 5.747)  -0.661
C (-4.889, -1.615, 6.231)  -0.521
C (-5.918, -1.292, 5.353)  -0.375
C (-5.685, -1.243, 3.985)  -0.706
H (-2.414, -2.096, 3.963)  0.290
H (-2.814, -2.140, 6.425)  0.421
H (-5.081, -1.642, 7.295)  0.423
H (-6.904, -1.073, 5.738)  0.423
H (-6.468, -0.984, 3.284)  0.429
F (1.896, 6.304, -5.506)  -0.369
C (2.935, 6.120, -6.356)  0.376
C (4.042, 5.422, -5.919)  -0.265
C (5.095, 5.229, -6.802)  -0.445
C (5.026, 5.733, -8.093)  -0.538
C (3.898, 6.431, -8.506)  -0.423
C (2.840, 6.628, -7.632)  -0.452
H (4.077, 5.044, -4.905)  0.461
H (5.972, 4.683, -6.480)  0.389
H (5.849, 5.581, -8.777)  0.392
H (3.840, 6.823, -9.512)  0.403
H (1.948, 7.158, -7.934)  0.469
F (0.191, 6.377, -9.456)  -0.371
C (-0.728, 5.429, -9.180)  0.486
C (-1.706, 5.703, -8.246)  -0.417
C (-2.649, 4.725, -7.963)  -0.343
C (-2.595, 3.495, -8.605)  -0.640
C (-1.597, 3.243, -9.538)  -0.335
C (-0.655, 4.217, -9.834)  -0.490
H (-1.726, 6.667, -7.755)  0.445
H (-3.429, 4.926, -7.241)  0.401
H (-3.331, 2.735, -8.382)  0.432
H (-1.551, 2.286, -10.038)  0.388
H (0.127, 4.045, -10.562)  0.444
F (0.361, -7.601, 4.338)  -0.299
C (0.547, -6.281, 4.528)  0.337
C (1.340, -5.862, 5.577)  -0.308
C (1.532, -4.502, 5.769)  -0.427
C (0.927, -3.585, 4.921)  -0.726
C (0.131, -4.031, 3.875)  0.080
C (-0.062, -5.390, 3.668)  -0.736
H (1.796, -6.595, 6.230)  0.397
H (2.155, -4.160, 6.583)  0.385
H (1.074, -2.524, 5.074)  0.475
H (-0.344, -3.316, 3.216)  0.367
H (-0.673, -5.759, 2.856)  0.429
F (-7.918, -0.452, 8.094)  -0.339
C (-7.688, 0.850, 8.375)  0.396
C (-6.938, 1.172, 9.488)  -0.454
C (-6.700, 2.510, 9.767)  -0.315
C (-7.216, 3.499, 8.942)  -0.519
C (-7.970, 3.150, 7.831)  -0.332
C (-8.208, 1.815, 7.538)  -0.370
H (-6.551, 0.386, 10.122)  0.427
H (-6.110, 2.779, 10.632)  0.359
H (-7.032, 4.541, 9.167)  0.381
H (-8.378, 3.919, 7.189)  0.353
H (-8.788, 1.522, 6.673)  0.417
F (5.127, -9.096, 9.437)  -0.313
C (4.608, -9.571, 8.288)  0.401
C (5.387, -10.381, 7.487)  -0.483
C (4.845, -10.868, 6.306)  -0.242
C (3.548, -10.536, 5.941)  -0.631
C (2.786, -9.717, 6.762)  -0.258
C (3.314, -9.230, 7.949)  -0.494
H (6.397, -10.622, 7.788)  0.412
H (5.440, -11.509, 5.670)  0.359
H (3.132, -10.916, 5.018)  0.381
H (1.775, -9.455, 6.477)  0.422
H (2.736, -8.597, 8.609)  0.450

Atoms 1-6, force components in eV/Å:
C -0.01 -0.69 0.13
B 0.03 0.41 -0.43
O -0.03 -0.16 -0.10
C 0.22 1.03 0.29
C 0.33 -0.70 0.31
C -0.03 -0.49 0.15

Values from the calculation:
E_tot (eV): -107322.8906
LUMO level (eV): -3.27
Orbital gap (eV): 6.991
HOMO (eV): -10.262
2S+1: 1
Charge: +1


> Which formula does entry 2 have?

C49H55N11


> Which formula does entry 2 have?

C49H55N11


> The lowest orbital gap belongs to which entry?

C49H54Cl2LaN6O2P2S